No. 1
Entry from the Open Molecules 2025 dataset: a cluster of 9 separate species, C23H50Cl16NO in total (ωB97M-V/def2-TZVPD).

XYZ file:
```
91
Properties=species:S:1:pos:R:3:forces:R:3:lowdin_charge:R:1
Cl -1.345852 0.008987 6.289637 0.02 -0.18 -0.11 0.55
Cl -3.329510 0.791802 -1.879207 0.27 -0.02 -0.02 0.58
Cl -1.802676 -2.015300 1.106307 -0.12 0.05 0.14 0.62
Cl 1.268236 -3.231459 0.269784 -0.07 0.18 -0.18 0.59
Cl 0.955378 0.575365 3.843135 0.15 0.17 0.02 0.61
Cl 2.219499 -9.271242 -0.205667 0.02 0.03 -0.02 0.55
Cl -6.906698 -2.410529 -1.501820 -0.47 -1.30 -0.41 0.65
Cl 7.356056 6.330741 -3.729850 -0.03 -0.07 0.04 0.55
Cl 4.759898 1.228520 0.684102 -0.09 -0.08 0.02 0.53
Cl 2.560228 -5.927925 -0.779906 0.03 -0.13 -0.15 0.51
Cl 7.699177 5.398718 -0.469859 0.45 0.47 0.27 0.62
Cl -5.551975 1.223218 0.672971 0.10 0.11 -0.04 0.56
Cl -5.144243 3.321173 10.014464 0.01 0.02 -0.02 0.54
Cl -5.899492 -3.128426 -4.672730 0.07 0.00 0.04 0.53
Cl 5.169646 2.237635 -2.547324 -0.07 -0.10 -0.07 0.57
Cl -2.972704 2.982333 7.407197 0.02 0.13 0.04 0.52
O 0.380081 2.016682 -3.363184 0.18 0.09 1.70 -0.23
N -0.589354 -1.722871 -2.373115 0.25 0.13 -0.91 -0.02
C 6.668856 7.148878 -2.305484 -0.05 0.08 0.06 -0.66
C -4.046363 1.729193 8.077893 -0.11 -0.20 0.01 -0.68
C 1.472465 1.924131 -2.419040 0.53 -0.94 0.75 -0.22
C -1.527875 -2.863910 -2.194118 -0.92 -0.92 1.14 -0.05
C 1.926175 0.393407 -2.256339 0.47 1.46 -0.28 -0.16
C 5.687049 3.108285 -1.078924 0.16 0.02 0.00 -0.70
C 1.438937 -1.625618 -3.914610 -0.51 0.75 -1.00 -0.16
C 7.581626 7.061686 -1.102466 -0.03 0.36 -0.05 -0.62
C -5.356763 2.303745 8.568622 -0.06 -0.08 -0.08 -0.67
C -0.127550 -1.509079 -3.803863 0.46 -1.33 -1.59 -0.12
C -0.629047 2.889486 -2.835218 -0.85 0.27 -0.85 -0.14
C 0.915123 -1.734284 1.174479 -0.12 0.19 0.24 -0.64
C -7.577300 -3.048248 -4.075764 -0.19 -0.01 0.02 -0.65
C -0.303808 -1.868667 2.060302 0.28 0.07 0.17 -0.64
C -7.750021 -1.986077 -3.014109 -0.21 0.08 -0.23 -0.60
C 0.355343 0.484970 6.512285 0.12 0.04 0.08 -0.65
C -5.763417 0.182466 -0.759566 -0.26 0.00 0.40 -0.72
C 1.737795 -6.701387 0.599620 -0.10 -0.07 0.25 -0.68
C -4.453257 -0.426199 -1.211448 -0.28 -0.24 0.01 -0.69
C 6.125056 2.163481 0.016483 0.19 0.18 -0.10 -0.66
C 2.411850 -7.990042 1.015342 0.01 0.02 0.10 -0.66
C 0.834586 1.408481 5.415469 0.03 0.23 0.37 -0.63
C 2.209957 -0.284620 -3.658540 0.87 -0.33 0.96 -0.18
H -1.547510 2.737878 -3.472637 0.99 0.34 0.53 0.08
H 1.659889 -1.929040 -4.979112 -0.27 0.18 1.09 0.13
H 0.794844 -0.926978 0.451258 -0.02 -0.03 0.09 0.05
H -4.634925 -1.150860 -2.002463 -0.04 0.10 -0.04 0.02
H -0.235908 -2.736396 2.715702 -0.03 0.00 -0.15 0.08
H 2.341203 2.595365 -2.699323 -0.95 -0.89 -0.02 0.10
H -4.233444 1.011806 7.277952 -0.04 0.08 0.01 0.06
H 2.876435 0.433462 -1.648396 -0.98 -0.17 -0.54 0.07
H 4.862841 3.743796 -0.754675 0.01 -0.11 -0.01 0.07
H 6.521518 3.754112 -1.367717 -0.43 -0.53 -0.06 -0.04
H 5.693479 6.707970 -2.100692 0.10 -0.03 0.00 0.07
H 2.074348 0.486405 -4.459785 -0.27 -0.95 0.54 0.12
H 0.696574 -6.865445 0.323626 0.11 -0.05 -0.07 0.07
H -3.943102 -0.934472 -0.396875 -0.01 0.13 0.11 0.02
H -0.405971 -0.980535 2.683378 -0.11 -0.16 -0.19 -0.02
H 0.956221 -0.422393 6.564376 -0.07 0.05 -0.08 0.07
H -0.281987 3.951676 -2.919477 -0.43 -0.77 0.22 0.10
H -0.979519 -3.845489 -2.243103 -0.37 1.16 -0.32 0.12
H -8.209209 -2.818832 -4.934001 0.06 0.07 0.06 0.08
H 7.189862 7.681004 -0.295131 -0.04 -0.08 -0.04 0.08
H -0.554603 -2.378706 -4.383330 0.36 0.90 0.64 0.13
H -0.567688 -0.592277 -4.266569 0.50 -0.50 0.85 0.14
H 0.419741 0.991957 7.475379 -0.02 0.07 -0.10 0.08
H 1.153011 2.250646 -1.385784 0.13 -0.16 -1.05 0.12
H 6.554540 2.730445 0.843098 -0.09 0.02 -0.05 0.07
H 1.831080 1.781035 5.653797 -0.02 -0.11 -0.02 0.08
H -5.842470 2.904880 7.800681 0.11 0.02 0.06 0.07
H 6.519991 8.193348 -2.580244 0.08 -0.03 0.06 0.08
H 1.763482 -5.987400 1.423810 0.08 -0.05 -0.03 0.05
H -6.032750 1.494750 8.847135 0.10 -0.01 0.00 0.07
H -6.479340 -0.611685 -0.476848 0.82 1.02 0.00 -0.03
H -1.894930 -2.789588 -1.134078 0.20 -0.15 -1.27 0.01
H 1.962383 -8.360408 1.937209 -0.05 0.07 -0.06 0.07
H 1.764532 -2.490480 -3.278580 -0.06 0.84 -0.31 0.12
H -7.375476 -1.019091 -3.351010 0.06 -0.10 0.02 0.07
H 8.588357 7.405217 -1.336750 -0.06 -0.14 -0.04 0.07
H -8.806061 -1.874885 -2.767747 0.06 -0.09 0.00 0.08
H 0.171840 2.264331 5.293414 -0.04 -0.15 -0.06 0.07
H 6.875264 1.458321 -0.339493 -0.14 0.00 -0.02 0.07
H -7.852008 -4.034561 -3.704114 0.11 0.08 0.03 0.07
H -3.510007 1.216727 8.875741 -0.02 0.13 -0.02 0.07
H -1.002219 -0.829260 -2.069595 0.07 -0.41 0.40 0.12
H 3.310185 -0.539499 -3.671505 -1.10 0.24 -0.10 0.12
H 1.792815 -1.516978 1.783768 -0.06 -0.05 0.00 0.07
H 1.164173 -0.123457 -1.616430 0.55 0.38 -0.67 0.07
H 3.477638 -7.845889 1.189581 -0.07 0.02 -0.10 0.07
H -0.938603 2.656045 -1.782844 0.54 0.10 -0.74 0.07
H -6.218013 0.782007 -1.549577 0.11 0.02 0.05 0.07
H 0.264275 -1.955410 -1.838742 -0.51 0.39 0.18 0.08
H -2.389892 -2.840670 -2.909215 0.99 0.18 0.54 0.11
```
Forces are in eV/Å.

Output
Net charge: +1
M in g mol⁻¹: 923.91
HOMO energy in eV: -11.99


No. 2
Entry from the Open Molecules 2025 dataset: a cluster of 14 separate species, C2H31O14 in total (ωB97M-V/def2-TZVPD).

XYZ file:
```
47
Properties=species:S:1:pos:R:3:forces:R:3:lowdin_charge:R:1
O -0.832728 -2.277893 -0.579693 -0.47 -0.69 0.98 -0.03
O -3.198417 2.276430 -1.229195 0.26 -1.38 -0.01 -0.01
O -3.332311 -0.874491 -0.546546 -1.13 0.17 -0.59 -0.08
O 1.819688 3.129922 0.964784 -0.24 1.83 -0.34 -0.03
O -0.880268 -0.505289 2.040983 0.26 0.41 -0.06 -0.06
O -3.279504 1.287351 1.562987 -1.39 0.31 0.51 -0.06
O 2.234224 -3.130745 0.412818 0.80 -1.44 -0.52 -0.07
O -3.499587 0.269886 -2.904481 -1.14 -1.80 -1.86 -0.06
O 1.205085 -0.632177 -0.111185 0.77 0.19 -0.37 -0.42
O 1.399084 -2.436330 2.941637 0.62 -2.21 2.14 -0.04
O 1.246681 -2.708967 -3.598646 1.31 -1.39 -0.57 -0.04
O 4.238417 -0.425950 -0.448458 1.14 1.99 -1.66 -0.02
O 2.053846 0.534548 2.023086 0.83 1.33 2.47 -0.04
O -0.308418 2.360605 2.449560 -0.05 0.50 -0.18 -0.06
C -0.225689 1.077849 -0.779325 0.57 1.54 -1.00 -0.07
C 1.145133 0.436403 -1.063806 -0.29 -0.59 3.91 -0.32
H 0.441607 2.503017 1.857771 -0.20 0.81 0.02 -0.03
H 1.301648 -0.000907 -2.037440 0.19 0.59 -0.77 0.09
H 1.923086 2.993875 0.034416 -0.05 0.31 -1.09 0.02
H 2.143120 2.313242 1.279369 0.99 -1.89 1.38 -0.02
H 3.093275 -3.105601 0.843496 -0.28 0.12 0.12 0.02
H -1.139165 -2.108411 -1.442966 -0.84 -0.20 -1.73 0.00
H 1.943203 1.172031 -0.672027 -0.61 -0.70 -1.71 0.09
H -0.263449 1.416064 2.502381 -0.37 -1.25 0.62 -0.02
H 4.656070 -1.000780 0.142245 0.51 -1.44 1.30 0.00
H -3.144558 1.053497 -2.518521 -0.03 1.32 0.61 -0.02
H 1.830367 -2.275845 0.515534 -0.24 0.95 -0.23 -0.04
H -4.470871 0.282714 -3.014560 0.97 0.54 0.12 0.08
H -0.324460 -0.433960 1.234205 -0.08 -0.76 0.47 0.00
H -0.804317 0.610532 0.007527 0.07 -0.29 -0.26 0.04
H -0.832028 1.106914 -1.677851 -0.31 0.25 -0.15 0.06
H 1.712171 0.287445 1.180414 -1.08 -1.49 -2.23 -0.05
H -2.385547 -0.975579 -0.623385 0.48 -0.27 0.45 -0.03
H 1.419157 -1.580084 2.593568 -0.20 2.42 -0.83 -0.04
H 0.575922 -2.069203 -3.510780 -1.02 1.27 0.38 -0.01
H 3.304333 -0.517912 -0.417631 -1.84 -0.70 0.39 -0.04
H -3.316421 1.688570 0.697993 0.42 -0.13 -0.23 -0.03
H -2.365871 1.193287 1.794458 0.87 -0.13 0.09 -0.03
H -3.601551 -0.549838 -1.434790 0.51 -0.49 0.93 -0.02
H 2.038005 -2.391246 -3.151705 -0.28 0.11 0.21 0.04
H 2.849398 0.020229 2.106919 0.60 -0.14 -0.01 0.05
H -0.044088 -1.732636 -0.553614 1.39 0.65 0.62 -0.03
H -3.043039 3.187380 -1.258544 0.91 2.31 -0.01 0.05
H 1.891269 -2.372937 3.788561 -0.61 0.01 -0.80 0.06
H -0.034381 2.101225 -0.405648 -0.54 -0.22 -0.42 0.07
H -4.141163 2.245599 -1.229864 -1.28 -0.40 0.18 0.06
H -0.996958 -1.441833 2.235953 0.09 0.08 -0.30 0.06
```
Forces are in eV/Å.

Output
Net charge: -1
M in g mol⁻¹: 279.26
Energy relative to the best compared isomer or geometry (same formula, charge and spin) in kcal per mole: 48.0
HOMO energy in eV: -5.76


No. 3
Entry from the Open Molecules 2025 dataset: a structure of composition C24H19F5N3O7S2Ti (ωB97M-V/def2-TZVPD).

XYZ file:
```
61
Properties=species:S:1:pos:R:3:forces:R:3:lowdin_charge:R:1
Ti 0.103665 0.469078 -0.562249 0.76 -0.93 -0.25 1.08
S 1.707484 -1.302315 0.738622 1.21 1.40 1.18 0.63
S -1.870304 0.520218 -2.048841 0.52 -0.36 -0.26 0.79
F 3.368431 0.240529 -4.878021 -0.45 1.25 1.18 0.10
F 4.334917 2.891109 -4.560216 -1.19 -1.26 1.20 0.11
F 1.510975 -0.694864 -3.216278 0.01 1.35 0.21 0.05
F 2.553851 2.783435 -0.333515 -0.57 1.19 1.23 0.13
F 3.947271 4.111564 -2.248722 -1.34 -0.87 -0.33 0.10
O 2.987088 -1.883335 0.511514 -0.64 -0.15 0.14 -0.21
O 1.764874 0.246938 0.780069 -1.57 -1.74 -0.06 -0.37
O -0.071372 3.501133 -2.726549 -0.18 1.61 1.33 0.11
O 0.294876 5.621849 -1.891785 -0.09 -1.41 -2.04 0.08
O 0.717032 -1.534450 -0.379527 -1.00 1.12 -0.34 -0.38
O -1.189956 0.267246 0.852291 0.54 0.41 0.45 -0.20
O -2.380077 1.191044 2.565160 2.10 -0.13 -2.00 0.12
N -2.132649 -2.033129 -2.955546 0.66 0.63 1.68 -0.11
N -2.624590 -1.809156 -0.761429 1.06 1.37 -1.89 0.06
N -0.424854 2.609407 0.012714 0.39 1.04 -0.53 0.11
C -0.923862 2.573575 1.240325 0.20 -1.50 1.29 -0.17
C -1.548302 -1.699656 -4.294166 -1.49 -0.73 0.89 0.01
C 0.040190 3.835137 -0.351673 0.09 1.83 0.75 -0.14
C 0.666044 -1.148683 3.382108 0.24 0.47 -1.04 -0.03
C -0.015548 -3.094247 4.582835 -1.90 -2.96 1.07 -0.21
C -2.473761 -3.278565 -0.889471 -1.20 0.59 1.22 -0.10
C 2.951214 1.049116 -3.845373 0.33 -1.34 -2.24 -0.11
C -2.224926 -1.177173 -1.925965 -0.48 -1.32 0.74 -0.67
C -0.809675 3.556309 2.192794 0.21 1.60 1.29 0.04
C -2.303632 -3.377721 -2.404388 -0.25 -1.74 -0.35 -0.11
C 2.294604 2.484113 -1.589000 1.89 -1.18 -1.71 -0.29
C 0.800691 -3.343677 2.347712 0.36 0.33 -1.36 -0.06
C -1.551117 1.249319 1.651037 -2.08 0.44 1.53 -0.49
C -0.806344 -3.742334 5.793554 0.66 0.65 -0.52 -0.02
C 3.110195 3.067213 -2.566678 1.23 0.23 1.49 -0.09
C 1.619994 1.297780 -1.840339 -0.86 -0.82 -0.38 -0.08
C 0.269844 4.903432 0.556423 -1.19 -1.05 0.44 0.06
C 0.247740 -3.898528 3.450966 -0.42 0.64 1.38 -0.03
C 0.217189 -1.763657 4.542950 0.65 1.19 0.38 -0.04
C 0.084068 4.263666 -1.784993 0.22 -0.68 -1.77 -0.42
C 0.992780 -1.944871 2.288737 0.06 -0.09 -0.64 -0.23
C -0.169992 4.766404 1.884090 -0.16 -0.28 -0.23 0.04
C 1.971126 0.588511 -3.004842 -0.47 -0.40 1.44 -0.18
C 3.446258 2.317754 -3.677086 1.18 1.61 -1.53 -0.08
H -1.877372 -3.762430 5.623551 -0.22 -0.11 -0.79 0.07
H 1.001530 -4.025254 1.515651 0.20 0.59 0.03 0.13
H -0.531798 -4.776161 6.068474 0.27 0.64 -0.23 0.08
H -3.426166 -3.766872 -0.557492 0.82 0.38 -0.35 0.13
H -1.457959 -2.658116 -4.826833 -0.11 0.57 0.00 0.11
H -1.178176 3.398841 3.222896 -0.03 -0.13 -0.92 0.15
H -0.111014 5.610445 2.616814 0.13 -1.03 -0.74 0.15
H 0.147188 -1.185421 5.455675 -0.46 0.17 -0.13 0.13
H -2.303540 -1.031989 -4.724499 0.58 -0.21 -0.49 0.10
H -0.017115 -4.936249 3.461765 0.06 -0.41 0.07 0.12
H -2.677257 -1.212056 0.060858 0.11 -0.64 0.07 0.13
H -0.799104 -3.084472 6.661017 0.68 -0.09 0.19 0.07
H 0.352773 5.813207 -2.882112 -0.15 -0.31 1.66 0.18
H -3.169697 -3.913065 -2.799327 -0.13 0.48 -0.35 0.13
H -1.479123 -4.033940 -2.627687 0.64 0.09 -0.33 0.13
H 0.686452 -0.055306 3.309441 0.38 -0.48 0.09 0.12
H -0.588938 -1.227433 -4.183789 0.31 0.20 0.03 0.06
H 0.622288 5.859605 0.198681 0.12 -0.25 -0.05 0.13
H -1.674438 -3.692825 -0.230353 -0.23 0.53 -0.78 0.13
```
Forces are in eV/Å.

Output
Net charge: +1
M in g mol⁻¹: 668.42
Energy relative to the best compared isomer or geometry (same formula, charge and spin) in kcal per mole: 22.9
HOMO energy in eV: -11.86